Record 1
{"formula": "C24H57ClN8O8", "method": "ωB97M-V/def2-TZVPD", "species": ["C", "N", "C", "C", "O", "H", "H", "H", "H", "H", "H", "H", "C", "N", "C", "C", "O", "H", "H", "H", "H", "H", "H", "H", "C", "N", "C", "C", "O", "H", "H", "H", "H", "H", "H", "H", "C", "N", "C", "C", "O", "H", "H", "H", "H", "H", "H", "H", "C", "N", "C", "C", "O", "H", "H", "H", "H", "H", "H", "H", "C", "N", "C", "C", "O", "H", "H", "H", "H", "H", "H", "H", "C", "N", "C", "C", "O", "H", "H", "H", "H", "H", "H", "H", "N", "C", "C", "O", "C", "Cl", "H", "H", "H", "H", "H", "H", "H", "H"], "coordinates": [[5.66, 0.14, 6.73], [5.22, -0.54, 5.53], [6.21, -0.90, 4.53], [3.90, -0.86, 5.31], [3.46, -1.43, 4.32], [6.14, 1.08, 6.45], [6.39, -0.50, 7.25], [4.82, 0.34, 7.40], [5.94, -0.41, 3.58], [6.19, -1.98, 4.38], [7.21, -0.58, 4.84], [3.24, -0.55, 6.14], [-5.02, -2.82, -2.57], [-3.92, -2.74, -1.64], [-3.10, -3.92, -1.43], [-3.61, -1.58, -0.96], [-2.69, -1.45, -0.17], [-5.72, -3.59, -2.23], [-4.64, -3.09, -3.56], [-5.55, -1.87, -2.64], [-3.13, -4.19, -0.37], [-2.06, -3.69, -1.70], [-3.46, -4.75, -2.04], [-4.30, -0.75, -1.20], [-0.02, -3.62, -6.26], [-1.23, -3.25, -5.57], [-1.20, -2.12, -4.66], [-2.42, -3.93, -5.75], [-3.48, -3.68, -5.19], [0.75, -3.87, -5.53], [0.31, -2.77, -6.87], [-0.18, -4.48, -6.92], [-1.49, -2.46, -3.66], [-1.93, -1.37, -5.00], [-0.20, -1.68, -4.62], [-2.33, -4.77, -6.46], [-2.31, 3.20, -2.92], [-1.94, 1.93, -3.51], [-2.38, 0.71, -2.88], [-1.17, 1.86, -4.66], [-0.82, 0.82, -5.21], [-1.92, 3.24, -1.90], [-3.40, 3.27, -2.89], [-1.91, 4.04, -3.49], [-1.51, 0.11, -2.61], [-2.99, 0.14, -3.60], [-2.98, 0.92, -1.99], [-0.89, 2.84, -5.05], [7.52, 4.03, 10.50], [7.85, 2.99, 9.55], [8.45, 1.76, 10.04], [7.62, 3.13, 8.20], [7.87, 2.29, 7.35], [8.43, 4.34, 11.02], [6.80, 3.63, 11.23], [7.08, 4.89, 10.00], [9.42, 1.63, 9.56], [7.80, 0.92, 9.77], [8.57, 1.80, 11.13], [7.16, 4.10, 7.94], [0.02, 7.39, -0.76], [0.35, 6.35, -1.71], [0.95, 5.13, -1.22], [0.12, 6.49, -3.06], [0.37, 5.65, -3.92], [0.93, 7.70, -0.24], [-0.70, 6.99, -0.03], [-0.42, 8.26, -1.26], [1.92, 4.99, -1.70], [0.30, 4.28, -1.49], [1.07, 5.16, -0.14], [-0.34, 7.46, -3.32], [-10.01, -1.50, -5.04], [-8.90, -1.42, -4.12], [-8.08, -2.60, -3.90], [-8.60, -0.26, -3.43], [-7.68, -0.12, -2.64], [-10.70, -2.27, -4.70], [-9.63, -1.76, -6.03], [-10.54, -0.54, -5.11], [-8.12, -2.87, -2.84], [-7.05, -2.36, -4.17], [-8.44, -3.43, -4.51], [-9.28, 0.57, -3.67], [4.07, -3.45, 0.97], [3.33, -2.33, 1.69], [2.04, -1.73, 0.86], [1.44, -2.85, 0.12], [0.04, -3.10, 0.51], [-0.20, -3.36, 2.35], [3.99, -3.37, -0.07], [3.70, -4.39, 1.29], [4.13, -1.45, 1.82], [3.05, -2.64, 2.81], [1.29, -1.10, 1.50], [2.49, -0.98, 0.05], [-0.73, -2.31, 0.05], [-0.26, -4.14, 0.01]], "energy_ev": -66633.43814, "e_lumo_ev": 0.577, "smiles": "CN(C)C=O.CN(C)C=O.CN(C)C=O.CN(C)C=O.CN(C)C=O.CN(C)C=O.CN(C)C=O.NCCOCCl"}

Record 2
{"formula": "C32H23F5IrN4S3Se", "method": "ωB97M-V/def2-TZVPD", "species": ["Ir", "C", "S", "C", "S", "N", "N", "C", "C", "C", "C", "C", "C", "N", "H", "H", "H", "H", "H", "H", "H", "H", "C", "C", "C", "C", "C", "C", "Se", "C", "C", "C", "H", "H", "H", "H", "H", "H", "H", "H", "H", "H", "H", "N", "C", "C", "C", "C", "C", "C", "C", "C", "C", "H", "H", "H", "H", "F", "C", "C", "F", "C", "F", "C", "S", "C", "F", "C", "F"], "coordinates": [[-0.44, 1.43, -1.44], [-1.73, 5.34, -5.27], [-0.38, 4.15, -5.24], [-0.66, 3.39, -3.69], [0.57, 2.22, -3.23], [-1.68, 3.73, -2.98], [-1.77, 3.03, -1.77], [-2.22, 3.77, -0.82], [-2.50, 3.20, 0.51], [-2.78, 4.07, 1.55], [-3.12, 3.52, 2.78], [-3.17, 2.14, 2.89], [-2.85, 1.35, 1.78], [-2.51, 1.87, 0.61], [-1.63, 5.87, -6.22], [-1.64, 6.05, -4.45], [-2.69, 4.84, -5.22], [-2.41, 4.83, -0.94], [-2.73, 5.14, 1.40], [-3.33, 4.15, 3.63], [-3.43, 1.67, 3.83], [-2.86, 0.27, 1.85], [1.56, -5.42, -1.35], [0.71, -4.21, -1.62], [-0.27, -3.80, -0.73], [-1.03, -2.65, -0.95], [-2.03, -2.24, 0.09], [-0.79, -1.91, -2.11], [-1.79, -0.28, -2.37], [0.18, -2.31, -3.03], [0.50, -1.49, -4.25], [0.91, -3.46, -2.77], [1.35, -5.83, -0.36], [2.62, -5.17, -1.40], [1.37, -6.21, -2.08], [-0.43, -4.37, 0.18], [-2.05, -2.96, 0.91], [-3.04, -2.16, -0.33], [-1.77, -1.27, 0.51], [1.00, -0.57, -3.96], [-0.40, -1.21, -4.80], [1.16, -2.05, -4.92], [1.68, -3.75, -3.47], [6.35, -5.33, 1.24], [5.63, -4.50, 0.91], [4.72, -3.47, 0.49], [4.90, -2.85, -0.75], [4.03, -1.86, -1.16], [2.96, -1.47, -0.35], [2.80, -2.09, 0.90], [3.67, -3.07, 1.32], [2.01, -0.50, -0.78], [1.08, 0.25, -1.03], [5.72, -3.16, -1.38], [4.16, -1.39, -2.12], [1.98, -1.76, 1.55], [3.54, -3.54, 2.28], [-1.04, 3.53, 7.00], [-0.81, 2.71, 5.95], [-0.38, 3.20, 4.74], [-0.22, 4.53, 4.59], [-0.15, 2.35, 3.68], [0.21, 2.92, 2.52], [-0.33, 0.96, 3.75], [-0.12, -0.07, 2.38], [-0.77, 0.51, 5.00], [-1.00, -0.80, 5.19], [-1.00, 1.34, 6.07], [-1.43, 0.84, 7.25]], "energy_ev": -153796.16508, "charge": -1, "de_lowest_kj_mol": 173.4, "e_lumo_ev": 1.129}

Record 3
{"formula": "C33H24Br2N4O2PdS", "method": "ωB97M-V/def2-TZVPD", "species": ["Pd", "C", "C", "C", "C", "C", "C", "C", "S", "O", "O", "N", "C", "C", "C", "C", "C", "C", "C", "C", "N", "C", "H", "H", "H", "H", "H", "H", "H", "H", "H", "H", "H", "H", "H", "Br", "C", "C", "C", "N", "C", "C", "C", "C", "C", "Br", "C", "C", "N", "H", "H", "H", "H", "H", "H", "C", "C", "C", "C", "C", "C", "C", "H", "H", "H", "H", "H"], "coordinates": [[-0.32, -0.71, -0.58], [5.55, -2.40, -5.59], [4.90, -2.23, -4.25], [5.66, -2.10, -3.09], [5.06, -1.94, -1.85], [3.68, -1.91, -1.77], [2.90, -2.05, -2.91], [3.51, -2.20, -4.13], [2.87, -1.71, -0.20], [3.91, -1.42, 0.77], [2.05, -2.87, 0.01], [1.88, -0.47, -0.38], [2.37, 0.82, -0.50], [3.69, 1.21, -0.59], [4.05, 2.56, -0.70], [3.13, 3.57, -0.70], [1.76, 3.22, -0.61], [0.73, 4.19, -0.59], [-0.57, 3.81, -0.50], [-0.86, 2.43, -0.44], [0.06, 1.51, -0.46], [1.38, 1.87, -0.52], [6.64, -2.40, -5.51], [5.26, -1.60, -6.27], [5.25, -3.34, -6.05], [6.74, -2.13, -3.17], [5.65, -1.84, -0.95], [1.82, -2.02, -2.82], [2.90, -2.30, -5.03], [4.47, 0.47, -0.55], [5.11, 2.81, -0.76], [3.41, 4.61, -0.78], [1.00, 5.24, -0.66], [-1.38, 4.53, -0.48], [-1.89, 2.09, -0.38], [-6.62, 0.56, 2.19], [-4.91, 0.12, 1.52], [-4.78, -0.33, 0.22], [-3.49, -0.63, -0.21], [-2.41, -0.50, 0.56], [-2.56, -0.08, 1.82], [-3.81, 0.25, 2.33], [-1.32, 0.00, 2.67], [-1.38, 0.38, 4.01], [-0.20, 0.40, 4.73], [-0.23, 0.91, 6.55], [0.99, 0.06, 4.13], [0.95, -0.30, 2.79], [-0.18, -0.33, 2.08], [-5.62, -0.46, -0.44], [-3.31, -0.99, -1.21], [-3.93, 0.59, 3.35], [-2.31, 0.65, 4.50], [1.93, 0.07, 4.67], [1.85, -0.58, 2.26], [-0.80, -2.31, -1.17], [-0.93, -3.59, -0.50], [-0.63, -3.76, 0.86], [-0.83, -4.98, 1.46], [-1.31, -6.05, 0.71], [-1.60, -5.90, -0.64], [-1.42, -4.67, -1.25], [-0.22, -2.92, 1.41], [-0.60, -5.11, 2.51], [-1.45, -7.02, 1.18], [-1.96, -6.74, -1.22], [-1.65, -4.52, -2.29]], "energy_ev": -199063.80357, "de_lowest_kj_mol": 310.8, "e_lumo_ev": -0.540}

Record 4
{"formula": "C24H50Br18N2O2", "method": "ωB97M-V/def2-TZVPD", "species": ["Br", "C", "C", "Br", "H", "H", "H", "H", "Br", "C", "C", "Br", "H", "H", "H", "H", "Br", "C", "C", "Br", "H", "H", "H", "H", "Br", "C", "C", "Br", "H", "H", "H", "H", "Br", "C", "C", "Br", "H", "H", "H", "H", "Br", "C", "C", "Br", "H", "H", "H", "H", "Br", "C", "C", "Br", "H", "H", "H", "H", "Br", "C", "C", "Br", "H", "H", "H", "H", "Br", "C", "C", "Br", "H", "H", "H", "H", "C", "O", "N", "C", "C", "H", "H", "H", "H", "H", "H", "H", "C", "O", "N", "C", "C", "H", "H", "H", "H", "H", "H", "H"], "coordinates": [[3.87, -6.18, 4.49], [3.84, -4.36, 3.61], [2.46, -3.70, 3.63], [2.03, -2.80, 5.36], [3.96, -4.69, 2.58], [4.71, -3.76, 3.88], [1.64, -4.39, 3.41], [2.37, -3.00, 2.80], [0.22, -2.97, -4.44], [-0.92, -2.20, -3.02], [-1.56, -0.88, -3.47], [-2.53, -1.15, -5.10], [-0.33, -2.08, -2.11], [-1.63, -2.99, -2.77], [-0.82, -0.09, -3.61], [-2.31, -0.50, -2.77], [2.69, -5.36, -2.30], [3.21, -3.46, -1.69], [3.25, -3.49, -0.21], [3.65, -1.70, 0.46], [2.51, -2.69, -2.02], [4.23, -3.38, -2.06], [4.00, -4.15, 0.23], [2.24, -3.70, 0.12], [3.38, -0.75, -4.05], [3.90, 0.60, -2.65], [5.43, 0.51, -2.39], [6.01, 1.65, -0.93], [3.36, 0.50, -1.71], [3.73, 1.60, -3.03], [5.89, 0.74, -3.35], [5.84, -0.48, -2.15], [-3.63, 2.09, 2.55], [-2.43, 3.22, 3.70], [-2.83, 4.67, 3.71], [-1.74, 5.44, 5.17], [-1.40, 2.94, 3.46], [-2.62, 2.86, 4.71], [-3.90, 4.83, 3.84], [-2.63, 5.09, 2.72], [-1.20, -3.81, 0.57], [-1.87, -5.70, -0.11], [-3.24, -5.53, -0.72], [-4.13, -7.26, -0.83], [-1.80, -6.36, 0.75], [-1.20, -6.05, -0.89], [-3.22, -5.12, -1.73], [-3.94, -4.93, -0.13], [-6.03, -0.84, -1.41], [-6.28, -0.15, 0.35], [-5.39, -0.99, 1.33], [-5.80, -2.88, 1.07], [-7.35, 0.03, 0.47], [-5.81, 0.83, 0.37], [-5.52, -0.88, 2.40], [-4.31, -0.84, 1.30], [3.62, 4.35, -2.18], [1.83, 4.88, -2.84], [1.45, 3.74, -3.71], [0.08, 4.32, -4.95], [1.88, 5.85, -3.35], [1.12, 4.89, -2.02], [0.98, 3.00, -3.06], [2.28, 3.38, -4.32], [3.39, 2.34, 1.93], [4.54, 1.67, 3.32], [3.82, 0.40, 3.93], [1.97, 0.92, 4.66], [4.60, 2.52, 4.00], [5.50, 1.43, 2.87], [4.38, 0.05, 4.79], [3.70, -0.46, 3.28], [0.92, 0.39, -0.49], [0.66, 0.50, -1.69], [-0.01, 0.18, 0.44], [0.36, -0.04, 1.88], [-1.41, 0.03, 0.19], [1.88, 0.64, 0.00], [-0.35, 0.41, 2.58], [1.38, 0.34, 2.02], [0.36, -1.12, 2.01], [-1.68, -1.03, 0.20], [-1.91, 0.55, 1.01], [-1.62, 0.40, -0.81], [-3.51, 5.07, -1.15], [-2.86, 6.15, -1.18], [-2.93, 3.88, -1.35], [-3.58, 2.54, -1.13], [-1.53, 3.80, -1.85], [-4.60, 4.99, -1.02], [-4.66, 2.64, -1.03], [-3.08, 1.98, -0.34], [-3.41, 1.86, -1.96], [-1.63, 3.31, -2.82], [-1.04, 4.76, -2.01], [-0.96, 3.13, -1.21]], "energy_ev": -1293538.30902, "de_lowest_kj_mol": 0.0, "e_lumo_ev": -0.277}